Entry 1:
C10H9BrO | ωB97M-V/def2-TZVPD

Geometry as ORCA input:
```
! wB97M-V def2-TZVPD RIJCOSX def2/J DEFGRID3
* xyz 0 1
C -0.1983 -1.0118 -2.5392
C 1.0046 -1.5066 -2.0234
C -0.9801 -0.1731 -1.7907
C 1.3747 -1.2526 -0.7171
C -0.5439 0.1826 -0.5241
C 0.6697 -0.3078 -0.0005
C -0.8998 -0.0698 2.5987
C -1.1604 1.2697 0.2930
C 1.2468 0.4420 1.0440
C -0.6067 1.0859 1.7059
O -1.6740 -0.9664 2.3896
Br 2.2097 1.9874 0.4361
H -0.8010 -1.1994 -3.4635
H 1.6630 -2.2064 -2.4483
H -1.9009 0.0290 -2.2888
H 2.3966 -1.6999 -0.3282
H -0.3082 0.0100 3.5377
H -0.7769 2.2485 -0.1061
H -2.2797 1.2332 0.1886
H 1.8884 -0.1055 1.8078
H -0.3237 2.0108 2.2285
*
```

Properties
Kohn-Sham gap, eV: 9.2
ΔE to the lowest compared entry with this formula, charge and spin, kJ/mol: 147.1
DFT total energy, eV: -82603.3420
E_HOMO, eV: -8.94

Here are the natural (NBO) charges for atoms 1 to 4, given in e: number 1, C, carries -0.19; number 2, C, carries -0.23; number 3, C, carries -0.21; number 4, C, carries -0.14

Entry 2:
C28H45BrN2OP2Ti | ωB97M-V/def2-TZVPD

Geometry as ORCA input:
```
! wB97M-V def2-TZVPD RIJCOSX def2/J DEFGRID3
* xyz 2 3
C -1.9551 -4.0021 -0.0351
C -0.6376 -3.7552 -0.4729
C 0.0488 -4.8253 -1.0649
C -0.6071 -6.0590 -1.2310
N -1.8522 -6.2551 -0.8146
C -2.5358 -5.2701 -0.2393
C -0.0285 -2.4300 -0.1984
C 0.5585 -1.7845 0.8573
C 0.7764 -1.0572 2.0646
C 0.6204 0.3664 2.0954
C 1.2730 1.1233 3.0830
C 1.8830 0.4743 4.1710
C 1.9069 -0.9344 4.2081
C 1.2717 -1.6666 3.2333
Ti -0.1120 -0.5305 -0.3492
P -1.3532 1.3902 -1.6742
H 1.0881 -4.7356 -1.3648
H -2.5390 -3.2603 0.5141
H -0.0976 -6.8923 -1.7239
H -3.5776 -5.4569 0.0719
H 1.1395 -2.7477 3.3021
H -0.0941 0.8631 1.4169
H 2.4353 -1.4579 4.9904
H 1.2868 2.2035 3.0400
C -0.9275 2.9297 -0.7619
C -0.5925 4.1131 -1.6485
H -0.0781 2.7326 -0.0960
H -1.7612 3.1467 -0.0794
H -0.4417 5.0036 -1.0321
H 0.3433 3.9641 -2.1950
H -1.3844 4.3377 -2.3670
C -0.8384 1.2290 -3.4513
C -1.1482 -0.1798 -4.0090
H 0.2497 1.4068 -3.4924
H -1.3213 2.0132 -4.0584
H -0.7547 -0.2469 -5.0369
H -0.6456 -0.9718 -3.4175
H -2.2353 -0.3821 -4.0263
C -3.1527 1.4495 -1.6957
C -3.7126 2.4391 -2.6902
H -3.4833 1.7015 -0.6864
H -3.4986 0.4310 -1.8931
H -4.7992 2.3564 -2.7257
H -3.4889 3.4739 -2.4254
H -3.3487 2.2685 -3.7020
Br 2.6074 1.4180 5.5298
P 2.9798 0.1961 -0.5882
C 1.9441 1.5794 -1.1642
C 2.7995 2.6662 -1.8474
H 1.4744 1.9734 -0.2454
H 1.1830 1.1994 -1.8863
H 2.2082 3.1747 -2.6143
H 3.1301 3.4190 -1.1248
H 3.6803 2.2212 -2.3289
C 3.6290 0.9218 0.9769
C 5.1434 0.8846 1.2272
H 3.0881 0.3608 1.7519
H 3.2843 1.9688 1.0333
H 5.3311 1.3748 2.1948
H 5.5314 -0.1433 1.2926
H 5.6911 1.4481 0.4570
C 3.0870 -1.5596 -0.1785
C 4.4808 -2.1717 -0.3808
H 2.3575 -2.0937 -0.8125
H 2.7823 -1.6586 0.8787
H 4.3611 -3.2566 -0.4938
H 4.9719 -1.7666 -1.2795
H 5.1095 -2.0063 0.5008
C -4.6680 0.0999 1.3811
N -3.4172 0.2547 2.1298
C -3.4461 0.8540 3.4608
C -2.2722 -0.2652 1.7108
O -1.9915 -0.4414 0.4747
H -5.4888 0.4385 2.0248
H -4.8340 -0.9481 1.0704
H -4.6772 0.7480 0.4921
H -2.9041 0.2475 4.1952
H -2.9774 1.8465 3.4474
H -4.4794 0.9901 3.7819
H -1.5782 -0.4906 2.5432
*
```

Properties
Kohn-Sham gap (spin up / spin down), eV: 6.5 / 4.7
DFT total energy, eV: -146508.1855
E_HOMO (spin up / spin down), eV: -12.91 / -13.16
<S²>: 2.011

Here are the Mulliken charges for atoms 1 to 4, given in e: number 1, C, carries -0.30; number 2, C, carries 0.15; number 3, C, carries -0.31; number 4, C, carries -0.48

Entry 3:
C30H64NO14 | ωB97M-V/def2-TZVPD

Geometry as ORCA input:
```
! wB97M-V def2-TZVPD RIJCOSX def2/J DEFGRID3
* xyz 1 1
N -27.2116 65.8817 -2.9432
H -27.1206 64.8873 -3.0442
H -26.2438 66.0399 -3.1254
H -27.3877 66.0729 -2.0738
H -27.8306 66.3983 -3.6122
O -28.3605 66.4700 0.5528
C -27.7535 66.6900 1.6187
O -28.3063 66.8133 2.8241
C -29.6706 67.1963 2.9015
C -30.1900 67.0752 4.3171
C -26.2590 66.8183 1.7449
H -30.3272 66.7293 2.0750
H -29.6392 68.2137 2.4361
H -29.7108 67.7532 5.1365
H -30.0481 65.9381 4.5939
H -31.0820 67.4035 4.4465
H -25.7629 67.0270 0.9587
H -26.0058 65.8920 2.1099
H -26.0950 67.4845 2.5601
O -26.7323 63.5656 -1.0098
C -27.1576 62.5376 -0.4853
O -27.1925 61.3917 -1.0444
C -26.7334 61.2337 -2.4506
C -26.9677 59.7875 -2.8792
C -27.8114 62.5351 0.8847
H -25.7470 61.6951 -2.7284
H -27.3853 61.7047 -3.1573
H -26.1781 59.1023 -2.4001
H -26.6350 59.7608 -4.0429
H -27.8677 59.4902 -2.6176
H -27.9492 63.4187 1.2859
H -27.2955 62.0994 1.5969
H -28.6815 61.8923 0.8941
O -28.7724 70.3832 -5.1277
C -29.5682 70.2136 -4.0755
O -30.4620 71.1336 -3.6971
C -30.4913 72.4313 -4.3026
C -31.7806 73.0707 -3.7873
C -29.6306 68.7998 -3.3868
H -30.4789 72.3943 -5.3890
H -29.5540 72.9476 -4.0536
H -31.6470 73.4545 -2.6930
H -32.7137 72.2377 -3.6737
H -32.0110 74.0787 -4.1041
H -28.7743 68.5145 -2.9233
H -29.8151 68.0940 -4.0565
H -30.4168 68.9437 -2.4896
O -29.9930 66.4196 -2.4771
C -30.9584 66.1816 -1.7314
O -31.2962 64.9634 -1.1680
C -30.4721 63.8715 -1.5445
C -31.1039 62.6860 -0.9113
C -31.9000 67.3493 -1.2767
H -29.6116 63.9122 -0.9571
H -30.3495 63.8999 -2.6602
H -32.0123 62.2698 -1.5635
H -31.4897 62.7835 0.1386
H -30.4272 62.0205 -0.6072
H -31.5958 67.4183 -0.2884
H -32.9494 67.1857 -1.4244
H -31.8202 68.0427 -2.0177
O -25.9755 67.4296 -5.3822
C -25.5408 68.4331 -5.9252
O -24.3499 68.9752 -5.7040
C -23.5445 68.5525 -4.7001
C -22.1232 69.1251 -5.0780
C -26.3524 69.1866 -7.0085
H -23.5001 67.5661 -4.7075
H -23.7297 68.8598 -3.8365
H -21.6300 68.7050 -6.0491
H -21.4371 68.8603 -4.2553
H -22.2455 70.1573 -5.2295
H -27.2227 68.5646 -7.3587
H -25.7222 69.2230 -7.9335
H -26.9611 70.0260 -6.5790
O -23.6005 65.9311 -2.6974
C -22.5753 65.5050 -2.3932
O -22.3188 64.6092 -1.3498
C -23.2581 64.0254 -0.5527
C -22.6759 63.4618 0.6735
C -21.2832 65.8460 -3.1564
H -23.5376 63.1777 -1.2367
H -24.1533 64.6141 -0.5479
H -23.4898 62.9363 1.2523
H -22.3951 64.4286 1.1305
H -21.9391 62.7024 0.6542
H -21.6582 66.2915 -4.0325
H -20.8067 64.9131 -3.3749
H -20.6934 66.5169 -2.5353
C -24.4052 62.0102 -6.6134
C -24.4419 62.5570 -5.2302
O -25.4196 63.3633 -4.9033
C -23.2283 62.3263 -4.4053
H -25.1500 62.3342 -7.0831
H -24.1105 60.9632 -6.6267
H -23.4376 62.0693 -7.1755
H -22.3133 61.9166 -4.9747
H -23.6198 61.6217 -3.4810
H -22.9233 63.2272 -3.9993
C -31.6598 65.6195 -5.2056
C -30.4090 64.8077 -5.6759
O -29.3014 64.9370 -5.2291
C -30.7800 63.6468 -6.6406
H -32.4421 65.7702 -5.9360
H -31.3202 66.5404 -4.8050
H -32.1196 65.0133 -4.4600
H -30.9871 64.0953 -7.7324
H -31.6557 62.9533 -6.3226
H -29.8516 63.1084 -6.7557
*
```

Properties
Kohn-Sham gap, eV: 10.2
ΔE to the lowest compared entry with this formula, charge and spin, kJ/mol: 0.0
DFT total energy, eV: -62288.1624
E_HOMO, eV: -11.74

Here are the Mulliken charges for atoms 1 to 4, given in e: number 1, N, carries 0.56; number 2, H, carries -0.02; number 3, H, carries 0.18; number 4, H, carries 0.15

Entry 4:
C7H13BIN4OS | ωB97M-V/def2-TZVPD

Geometry as ORCA input:
```
! wB97M-V def2-TZVPD RIJCOSX def2/J DEFGRID3
* xyz 1 1
C 2.7042 -0.8603 -0.0685
C 3.2144 0.1898 -1.0659
S 2.0043 1.2865 -1.8826
C 0.4204 0.4377 -1.7025
C -0.2960 0.6755 -0.3888
N 0.0319 1.7725 0.2580
N -0.4228 2.1924 1.4233
C -1.3245 1.4339 2.0090
N -1.8478 1.9015 3.1915
C -1.7817 0.2133 1.3932
I -3.2632 -0.8367 2.4039
C -1.2717 -0.1848 0.1845
B -1.7553 -1.4832 -0.6390
N -1.9609 -1.3224 -2.0735
O -2.0130 -2.6504 -0.0056
H 1.6744 -0.7050 0.2509
H 3.3128 -0.8239 0.8373
H 2.8140 -1.8685 -0.4695
H 3.8062 -0.2898 -1.8454
H 3.8887 0.8752 -0.5503
H -0.2149 0.8187 -2.5062
H 0.5254 -0.6307 -1.8820
H 0.7619 2.3560 -0.1619
H -1.2825 2.6638 3.5526
H -1.9119 1.1891 3.9105
H -1.4068 -1.9950 -2.5979
H -2.9282 -1.4874 -2.3419
H -1.4773 -2.8677 0.7667
*
```

Properties
Kohn-Sham gap, eV: 8.0
DFT total energy, eV: -35085.5053
E_HOMO, eV: -12.51
SMILES: CCSCc1[nH+]nc(N)c(I)c1B(N)O

Here are the natural (NBO) charges for atoms 1 to 4, given in e: number 1, C, carries -0.62; number 2, C, carries -0.53; number 3, S, carries 0.23; number 4, C, carries -0.61

Entry 5:
C4H9NO2 | ωB97M-V/def2-TZVPD

Geometry as ORCA input:
```
! wB97M-V def2-TZVPD RIJCOSX def2/J DEFGRID3
* xyz 0 1
C -1.7522 0.1279 -0.5194
C -0.4609 0.4837 0.2067
C -0.1771 -0.2937 1.4923
O 1.1337 -0.6584 1.0427
C 0.9267 -0.0843 -0.2628
N 1.9830 0.8129 -0.6250
O 0.8653 -1.0228 -1.2850
H -2.6071 0.4636 0.0788
H -1.8374 0.6001 -1.5016
H -1.8846 -0.9548 -0.6476
H -0.3943 1.5665 0.3381
H -0.1474 0.2771 2.4254
H -0.8031 -1.1851 1.6290
H 2.5389 0.3986 -1.3720
H 2.5677 0.9955 0.1889
H 0.0488 -1.5268 -1.1883
*
```

Properties
Kohn-Sham gap, eV: 10.5
ΔE to the lowest compared entry with this formula, charge and spin, kJ/mol: 154.1
DFT total energy, eV: -9878.4635
E_HOMO, eV: -9.63
SMILES: C[C@H]1CO[C@@]1(N)O

Here are the natural (NBO) charges for atoms 1 to 4, given in e: number 1, C, carries -0.62; number 2, C, carries -0.30; number 3, C, carries -0.07; number 4, O, carries -0.54

Entry 6:
C26H35O17V | ωB97M-V/def2-TZVPD

Geometry as ORCA input:
```
! wB97M-V def2-TZVPD RIJCOSX def2/J DEFGRID3
* xyz -3 2
O -14.8473 -2.9500 -19.6447
V -14.3322 -3.6362 -18.3088
C -14.9449 -0.7469 -15.2424
C -14.8251 -0.8188 -13.8280
C -14.2862 -2.1220 -13.2321
O -13.8838 -2.1361 -12.0745
C -14.1976 -3.2802 -14.0647
C -14.3037 -3.1652 -15.4218
C -14.6764 -1.8266 -16.0668
O -14.7127 -1.8026 -17.3345
O -14.0315 -4.1161 -16.2382
O -15.0864 0.1269 -13.0886
H -15.3748 0.1575 -15.6594
H -13.8564 -4.2254 -13.6685
C -10.5241 -5.6042 -18.3171
C -9.3157 -5.2039 -17.6868
C -9.2363 -3.7451 -17.1913
O -8.2581 -3.3912 -16.5407
C -10.3160 -2.8617 -17.4896
C -11.4615 -3.2890 -18.0952
C -11.6148 -4.7735 -18.4087
O -12.7772 -5.1440 -18.7540
O -12.4884 -2.5953 -18.3912
O -8.3910 -5.9901 -17.4638
H -10.6548 -6.6285 -18.6474
H -10.2326 -1.8089 -17.2464
C -17.5443 -6.3454 -17.9894
C -16.5038 -5.3271 -18.4055
O -15.5089 -5.6589 -19.0805
O -16.6322 -4.1623 -17.9410
H -18.5060 -5.8500 -17.8418
H -17.2454 -6.7098 -17.0027
H -17.6591 -7.2070 -18.6472
C -15.3049 0.7287 -21.9622
O -16.5446 0.7092 -21.2803
C -16.5273 -0.2021 -20.1834
C -17.6301 0.1144 -19.2135
O -17.4828 1.4477 -18.7539
C -18.4486 1.7858 -17.8094
C -18.5079 3.2793 -17.6499
O -19.4734 3.5358 -16.6202
C -19.7189 4.8977 -16.4720
H -14.5350 1.2425 -21.3825
H -15.5265 1.2613 -22.8894
H -15.0313 -0.3000 -22.2178
H -15.6330 0.0122 -19.5835
H -16.5450 -1.2332 -20.5395
H -17.5191 -0.6105 -18.3959
H -18.6439 0.0044 -19.6288
H -18.2770 1.3320 -16.8206
H -19.4455 1.3889 -18.0694
H -18.7906 3.7850 -18.5772
H -17.5573 3.6440 -17.2441
H -18.8347 5.4057 -16.0469
H -20.5186 5.0825 -15.7526
H -19.9812 5.4167 -17.4043
C -11.5188 -1.8094 -25.8977
O -12.3975 -1.2896 -24.9340
C -11.8727 -1.2946 -23.6006
C -11.7241 -2.7067 -23.0440
O -12.8027 -3.5640 -23.3280
C -14.0509 -3.0468 -22.8824
C -15.0424 -4.1745 -22.9560
O -16.1588 -3.7893 -22.2041
C -17.0806 -4.8355 -21.9856
H -10.9848 -2.6864 -25.5292
H -10.7882 -1.0431 -26.2016
H -12.1427 -2.0272 -26.7634
H -12.4943 -0.5959 -23.0471
H -10.8647 -0.8483 -23.6399
H -11.6720 -2.6755 -21.9448
H -10.7919 -3.1466 -23.3970
H -14.3139 -2.2359 -23.5837
H -14.0060 -2.5719 -21.8967
H -14.5633 -5.0184 -22.4365
H -15.2679 -4.4551 -23.9953
H -17.5926 -5.0453 -22.9386
H -17.8217 -4.4307 -21.2977
H -16.5852 -5.7016 -21.5428
*
```

Properties
Kohn-Sham gap (spin up / spin down), eV: 4.9 / 4.8
DFT total energy, eV: -88023.3139
E_HOMO (spin up / spin down), eV: 0.28 / 0.29
<S²>: 0.770

Here are the Mulliken charges for atoms 1 to 4, given in e: number 1, O, carries -0.17; number 2, V, carries 0.35; number 3, C, carries -1.12; number 4, C, carries 0.43

Entry 7:
CH3Cl2O3P | ωB97M-V/def2-TZVPD

Geometry as ORCA input:
```
! wB97M-V def2-TZVPD RIJCOSX def2/J DEFGRID3
* xyz 0 1
C 0.1388 -0.7925 1.3975
O 0.6798 -0.8989 -1.3864
O 0.6119 1.3522 -0.5503
O -1.6169 -0.0317 -0.5885
P -0.0228 -0.0964 -0.2134
Cl -0.6003 0.6158 2.2634
Cl 1.9243 -0.6501 1.6919
H 0.5558 -1.9396 -1.1840
H 0.0146 1.9181 -0.0368
H -1.6852 0.5231 -1.3935
*
```

Properties
Kohn-Sham gap, eV: 8.4
ΔE to the lowest compared entry with this formula, charge and spin, kJ/mol: 94.1
DFT total energy, eV: -41561.8633
E_HOMO, eV: -8.41

Here are the natural (NBO) charges for atoms 1 to 4, given in e: number 1, C, carries -0.73; number 2, O, carries -0.97; number 3, O, carries -0.94; number 4, O, carries -0.95

Entry 8:
C5H5NO | ωB97M-V/def2-TZVPD

Geometry as ORCA input:
```
! wB97M-V def2-TZVPD RIJCOSX def2/J DEFGRID3
* xyz 0 1
O 0.8592 0.2785 0.4594
C 0.4557 0.6656 -0.7774
C 2.0942 -0.1963 0.5225
C 3.1774 -0.6962 0.6335
C -0.9957 0.8245 -0.7115
C -1.6715 -0.4646 -0.3012
N -1.8266 0.7229 0.4928
H 4.1408 -1.1471 0.7046
H -1.4335 1.3820 -1.5329
H -1.0279 -1.2626 0.0665
H -2.5349 -0.7838 -0.8775
H -1.2372 0.6770 1.3212
*
```

Properties
Kohn-Sham gap, eV: 9.4
ΔE to the lowest compared entry with this formula, charge and spin, kJ/mol: 616.7
DFT total energy, eV: -8797.0275
E_HOMO, eV: -9.30

Here are the natural (NBO) charges for atoms 1 to 4, given in e: number 1, O, carries -0.52; number 2, C, carries 0.30; number 3, C, carries 0.31; number 4, C, carries -0.32